C4H10N2O2 in the gas phase at a distorted geometry, computed with the ωB97M-V functional and the def2-TZVPD basis.

ORCA input file:
```
! RIJCOSX wB97M-V def2-TZVPD def2/J DEFGRID3
* xyz 0 1
C -0.71 -1.13 0.42
N -0.73 -0.28 1.61
C 0.42 0.59 1.72
O 1.67 -0.15 1.73
C -0.95 -0.37 -0.86
N 0.33 0.06 -1.45
C 0.41 1.11 -2.29
O -0.46 1.88 -2.63
H 0.08 -1.89 0.40
H -1.51 -1.87 0.61
H -0.82 -0.82 2.45
H 0.26 1.37 0.99
H 0.48 1.08 2.69
H 2.05 0.01 0.87
H -1.48 0.57 -0.66
H -1.57 -0.91 -1.58
H 1.09 -0.59 -1.39
H 1.43 1.32 -2.64
*
```

Calculated values
SMILES: O=CNCCNCO
Energy relative to the best compared isomer or geometry (same formula, charge and spin): 48.7 kcal per mole
Lowest unoccupied orbital energy: 0.6 eV


A 2-piece molecular cluster, C4H10N2O2 overall at a distorted geometry, computed with the ωB97M-V functional and the def2-TZVPD basis.

ORCA input file:
```
! RIJCOSX wB97M-V def2-TZVPD def2/J DEFGRID3
* xyz 0 1
C 0.24 -0.76 -0.66
C -1.56 1.94 0.59
C 1.62 -1.42 -0.69
C 0.11 0.01 0.66
N -0.81 -1.75 -0.79
N 0.45 1.46 0.59
O -1.98 0.96 -0.09
O -0.11 -0.47 1.74
H 0.15 -0.06 -1.49
H -1.71 -1.28 -0.80
H -0.81 -2.35 0.03
H 0.91 1.77 -0.26
H 0.90 1.82 1.43
H -1.76 1.95 1.67
H -1.53 2.95 0.17
H 1.71 -2.03 -1.59
H 2.42 -0.67 -0.69
H 1.75 -2.07 0.18
*
```

Calculated values
SMILES: C[C@@H](N)C(N)=O.C=O
Energy relative to the best compared isomer or geometry (same formula, charge and spin): 62.6 kcal per mole
Lowest unoccupied orbital energy: 0.7 eV


C4H10N2O2 in the gas phase at a distorted geometry, computed with the ωB97M-V functional and the def2-TZVPD basis.

ORCA input file:
```
! RIJCOSX wB97M-V def2-TZVPD def2/J DEFGRID3
* xyz 0 1
O -2.19 0.25 1.28
C -2.05 0.80 0.10
N -1.00 0.13 -0.83
C -0.12 -0.71 -0.07
C 0.98 -1.31 -0.94
O 1.48 -0.27 -1.75
C 0.58 0.00 1.12
N 1.66 0.87 0.61
H -1.70 1.87 -0.06
H -0.53 0.85 -1.38
H -0.75 -1.50 0.34
H 1.83 -1.89 -0.48
H 0.60 -2.16 -1.60
H 1.78 0.78 -0.39
H -3.05 0.70 -0.56
H 1.03 -0.80 2.01
H -0.20 0.56 1.65
H 1.63 1.83 0.92
*
```

Calculated values
Energy relative to the best compared isomer or geometry (same formula, charge and spin): 218.7 kcal per mole
Lowest unoccupied orbital energy: -4.0 eV


A 2-piece molecular cluster, C4H10N2O2 overall at a distorted geometry, computed with the ωB97M-V functional and the def2-TZVPD basis.

ORCA input file:
```
! RIJCOSX wB97M-V def2-TZVPD def2/J DEFGRID3
* xyz 0 1
C -2.51 0.41 -0.53
N -1.39 -0.34 0.01
O -1.91 -1.46 0.71
N -0.41 -0.81 -1.18
O -0.12 -1.97 -1.09
H -1.22 -2.15 0.60
H -3.05 -0.16 -1.29
H -2.14 1.34 -0.97
H -3.22 0.68 0.26
C 1.72 1.60 0.13
C 1.33 0.18 0.39
C 2.19 -0.80 0.66
H 0.13 0.05 0.58
H 1.40 1.90 -0.87
H 1.25 2.27 0.86
H 2.80 1.75 0.20
H 1.85 -1.82 0.83
H 3.27 -0.65 0.70
*
```

Calculated values
SMILES: CN(O)N=O.C=CC
Energy relative to the best compared isomer or geometry (same formula, charge and spin): 178.4 kcal per mole
Lowest unoccupied orbital energy (alpha / beta): -0.7 / -0.7 eV


A 2-piece molecular cluster, C4H10N2O2 overall at a distorted geometry, computed with the ωB97M-V functional and the def2-TZVPD basis.

ORCA input file:
```
! RIJCOSX wB97M-V def2-TZVPD def2/J DEFGRID3
* xyz 0 1
C 1.06 1.96 -0.03
C -0.30 1.59 0.36
O -0.51 0.87 1.32
N -1.39 1.86 -0.48
H -2.22 1.32 -0.40
H -1.39 2.44 -1.24
H 1.25 3.18 0.03
H 1.22 1.72 -1.16
H 1.69 1.52 0.70
C 1.14 -1.83 -0.30
C -0.09 -2.30 0.40
O -0.08 -3.32 1.05
N -1.42 -1.63 0.24
H -2.00 -2.18 0.88
H -1.41 -0.62 0.15
H 1.31 -0.68 -0.08
H 0.92 -1.74 -1.45
H 2.23 -2.17 -0.01
*
```

Calculated values
SMILES: CC(N)=O.CC(N)=O
Energy relative to the best compared isomer or geometry (same formula, charge and spin): 50.2 kcal per mole
Lowest unoccupied orbital energy: 0.6 eV


A 2-piece molecular cluster, C4H10N2O3 overall at a distorted geometry, computed with the ωB97M-V functional and the def2-TZVPD basis.

ORCA input file:
```
! RIJCOSX wB97M-V def2-TZVPD def2/J DEFGRID3
* xyz 0 1
C 2.04 1.00 -0.52
C -1.73 0.14 -1.53
N 1.09 0.04 -0.04
C -1.82 0.58 -0.08
O -2.79 1.26 0.24
H 0.48 -0.44 -0.68
H 1.61 1.69 -1.25
H 2.85 0.43 -0.99
H 2.47 1.62 0.27
H -1.27 -0.84 -1.65
H -1.19 0.94 -2.05
H -2.72 0.11 -1.99
C 1.21 -0.55 1.26
N -1.33 -0.29 0.98
O 0.73 -1.83 1.28
O 2.15 -0.31 2.01
H 1.09 -2.20 2.11
H -1.12 -1.25 0.74
H -1.72 -0.10 1.90
*
```

Calculated values
SMILES: CNC(=O)O.CC(N)=O
Energy relative to the best compared isomer or geometry (same formula, charge and spin): 40.6 kcal per mole
Lowest unoccupied orbital energy: 0.5 eV


C4H10N2OS in the gas phase at a distorted geometry, computed with the ωB97M-V functional and the def2-TZVPD basis.

ORCA input file:
```
! RIJCOSX wB97M-V def2-TZVPD def2/J DEFGRID3
* xyz 0 1
O -1.10 -2.25 -0.01
C -0.69 -1.03 0.12
N 0.54 -0.91 0.70
C 1.13 0.36 1.09
C 2.35 0.71 0.26
S 2.22 1.83 -1.24
C -1.40 0.02 -0.40
N -2.76 -0.47 -0.75
H 1.08 -1.75 0.79
H 0.42 1.21 1.10
H 1.44 0.24 2.13
H 2.97 -0.15 0.09
H 2.92 1.53 0.74
H 0.94 1.60 -1.58
H -1.23 1.07 -0.56
H -3.45 0.12 -0.33
H -2.68 -0.63 -1.76
H -2.70 -1.48 -0.40
*
```

Calculated values
SMILES: [NH3+]/C=C(\[O-])NCCS
Energy relative to the best compared isomer or geometry (same formula, charge and spin): 66.4 kcal per mole
Lowest unoccupied orbital energy: 0.4 eV


C4H10N2OS as an isolated structure at a distorted geometry, computed with the ωB97M-V functional and the def2-TZVPD basis.

ORCA input file:
```
! RIJCOSX wB97M-V def2-TZVPD def2/J DEFGRID3
* xyz 0 1
C 2.62 -0.78 0.46
C 0.82 1.98 -0.17
C -0.42 -0.21 -0.29
C -3.15 -0.67 0.04
H 3.02 -0.03 1.25
H 3.68 -1.12 0.02
H 2.05 -1.62 1.04
H 0.10 2.51 0.52
H 1.85 2.21 0.18
H 0.53 2.25 -1.23
H -1.19 -1.78 -0.65
H -3.14 -1.01 1.24
H -2.96 -1.45 -0.77
H -4.21 -0.02 -0.45
N 0.72 0.54 -0.13
N -0.33 -1.45 -0.44
O 1.97 -0.11 -0.67
S -1.97 0.77 0.05
*
```

Calculated values
Energy relative to the best compared isomer or geometry (same formula, charge and spin): 127.7 kcal per mole
Lowest unoccupied orbital energy: 0.6 eV


C4H10N2OS in the gas phase, computed with the ωB97M-V functional and the def2-TZVPD basis.

ORCA input file:
```
! RIJCOSX wB97M-V def2-TZVPD def2/J DEFGRID3
* xyz 0 1
O -1.66 1.93 0.53
C -0.66 2.34 -0.01
N 0.45 1.61 -0.28
C 0.53 0.15 -0.26
C -0.49 -0.48 -1.22
S 0.22 -1.77 -2.28
C 0.43 -0.34 1.19
N 0.12 -1.75 1.25
H -0.58 3.39 -0.34
H 1.18 2.10 -0.77
H 1.54 -0.05 -0.62
H -1.31 -0.93 -0.67
H -0.93 0.30 -1.82
H 0.63 -2.52 -1.25
H 1.41 -0.24 1.64
H -0.24 0.33 1.74
H 0.21 -2.09 2.20
H -0.83 -1.98 0.97
*
```

Calculated values
SMILES: NC[C@@H](CS)NC=O
Energy relative to the best compared isomer or geometry (same formula, charge and spin): 18.3 kcal per mole
Lowest unoccupied orbital energy: 0.8 eV


C4H10N2OS in the gas phase at a distorted geometry, computed with the ωB97M-V functional and the def2-TZVPD basis.

ORCA input file:
```
! RIJCOSX wB97M-V def2-TZVPD def2/J DEFGRID3
* xyz 0 1
C 0.01 2.53 0.82
C -0.05 0.38 -0.01
C 1.48 -1.15 1.06
C -0.98 -1.76 -0.84
H -0.48 3.46 0.69
H 1.04 2.60 0.64
H -0.22 2.26 1.84
H 1.55 -1.67 0.08
H 2.45 -0.95 1.43
H 1.02 -1.83 1.81
H -2.08 -1.70 -0.71
H -0.59 -2.11 0.14
H -0.73 -2.47 -1.62
H -1.63 0.95 -2.46
N 0.70 0.07 0.98
N -0.37 -0.47 -1.07
O -0.57 1.62 -0.10
S -0.54 0.24 -2.68
*
```

Calculated values
SMILES: C/N=C(/OC)N(C)S
Energy relative to the best compared isomer or geometry (same formula, charge and spin): 53.3 kcal per mole
Lowest unoccupied orbital energy: 0.8 eV


A 2-piece molecular cluster, C4H10N2OS overall at a distorted geometry, computed with the ωB97M-V functional and the def2-TZVPD basis.

ORCA input file:
```
! RIJCOSX wB97M-V def2-TZVPD def2/J DEFGRID3
* xyz 0 1
N 3.18 0.39 -3.46
C -0.46 -0.18 0.23
C -0.52 -0.57 -1.13
S 1.02 -0.66 -1.97
C -1.54 0.48 0.89
N -1.41 0.75 2.25
C -0.70 -0.25 3.07
O -2.63 0.75 0.40
H 3.28 1.13 -4.13
H 3.25 0.73 -2.52
H 2.30 -0.07 -3.66
H 0.44 -0.53 0.72
H -1.14 -1.43 -1.44
H -1.27 0.09 -1.63
H -2.36 0.91 2.55
H -0.54 -1.17 2.51
H -1.22 -0.44 4.00
H 0.31 0.08 3.31
*
```

Calculated values
Energy relative to the best compared isomer or geometry (same formula, charge and spin): 112.1 kcal per mole
Lowest unoccupied orbital energy: -3.0 eV


A 2-piece molecular cluster, C4H10N2P overall at a distorted geometry, computed with the ωB97M-V functional and the def2-TZVPD basis.

ORCA input file:
```
! RIJCOSX wB97M-V def2-TZVPD def2/J DEFGRID3
* xyz 1 1
C 0.67 -1.19 0.82
C -0.39 -0.23 1.33
C -1.03 -0.75 -0.81
C 0.23 -1.45 -0.50
N 1.11 2.40 -0.78
N -1.14 0.22 0.16
P 1.79 1.28 -1.73
H 1.69 -0.94 1.00
H 0.61 -2.07 1.37
H -1.16 -0.67 2.15
H -0.04 0.64 1.89
H -1.13 -0.25 -1.76
H -1.89 -1.58 -0.78
H 0.75 -2.04 -1.22
H 1.73 3.28 -0.68
H -1.94 0.75 0.38
H 0.13 2.61 -0.86
*
```

Calculated values
Energy relative to the best compared isomer or geometry (same formula, charge and spin): 92.3 kcal per mole
Lowest unoccupied orbital energy (alpha / beta): -6.3 / -5.6 eV


C4H10N2S in the gas phase at a distorted geometry, computed with the ωB97M-V functional and the def2-TZVPD basis.

ORCA input file:
```
! RIJCOSX wB97M-V def2-TZVPD def2/J DEFGRID3
* xyz 0 1
C -0.23 1.78 -0.36
C -0.04 -0.23 1.08
C -1.11 -1.06 0.35
C 1.85 0.53 -0.27
H -0.89 1.32 -1.05
H -0.81 2.26 0.43
H 0.38 2.53 -0.85
H 0.74 -0.86 1.48
H -0.52 0.31 1.91
H -2.01 -0.44 0.16
H -1.40 -1.91 1.02
H 0.27 -1.99 -0.82
H -1.26 -2.09 -1.40
H 2.16 1.31 -0.96
N 0.61 0.73 0.20
N -0.62 -1.48 -0.95
S 2.88 -0.71 0.05
*
```

Calculated values
SMILES: CN(C=S)CCN
Energy relative to the best compared isomer or geometry (same formula, charge and spin): 5.2 kcal per mole
Lowest unoccupied orbital energy: 0.9 eV